DFT (wB97M-V/def2-TZVPD) results for 2 unconnected molecules or ions with the total composition C7H8O3.

```
18
Properties=species:S:1:pos:R:3:forces:R:3
C -0.25230 -2.41454 -0.87664 -0.115 2.468 0.645
C -0.34580 -1.18019 -0.91413 -0.326 -3.453 -1.263
C -0.50749 0.15955 -1.35310 0.508 2.991 0.572
O -1.64986 0.55671 -2.08787 1.878 0.338 0.854
C 0.34031 1.19578 -0.98446 -0.368 -4.095 0.651
C 1.48266 1.07050 -0.05314 -0.627 2.972 0.417
C 1.89049 -0.00900 0.59485 1.520 2.511 0.030
O 3.04501 0.08134 1.37074 -0.938 0.225 -1.487
H -0.14265 -3.45682 -0.58934 -0.125 0.738 -0.332
H -2.18155 -0.19339 -2.26364 -0.784 -1.321 -0.338
H 0.15018 2.12373 -1.40060 -0.445 1.732 -0.627
H 1.83125 2.09849 0.32922 0.140 -1.726 -1.000
H 1.30404 -0.83853 0.43065 -0.161 -2.593 0.366
H 2.88028 -0.34058 2.18909 -0.086 -0.883 1.382
C -1.95358 0.29400 1.38019 -0.021 -0.080 0.877
O -1.96894 -0.89256 1.63968 0.007 1.387 -0.409
H -1.38967 1.02755 2.10636 -0.862 -0.894 -1.402
H -2.53238 0.71795 0.48211 0.803 -0.317 1.061
```
Positions in Å, forces in eV/Å.

Calculated values
E_LUMO	0.165	eV
relative energy (zero: lowest compared OMol25 entry of this formula, charge and spin)	122.4	kcal/mol
Kohn-Sham gap	8.16	eV
SMILES	C#C/C(O)=C\C=C\O.C=O
E_HOMO	-8.00	eV
DFT total energy	-497.06950	hartree

Löwdin population analysis, charges in e, atoms 1 to 4: number 1, C, carries 0.17; number 2, C, carries -0.11; number 3, C, carries -0.33; number 4, O, carries 0.03